No. 1
One molecule with the formula C6H12O. Source: OMol25; level of theory: wB97M-V/def2-TZVPD.

Properties
charge = 0
ΔE to the lowest compared entry with this formula, charge and spin = 30.20 kcal per mole
E_LUMO = 1.105 eV
electronic energy = -311.01115 a.u.
SMILES = CC(C)[C@H]1O[C@H]1C

The geometry in XYZ format:
```
19
C6H12O wB97M-V/def2-TZVPD
C 1.525 -0.116 -1.435
C 0.226 -0.454 -0.706
C -0.073 -1.956 -0.824
C 0.314 -0.117 0.770
O 0.823 1.120 1.251
C -0.535 0.802 1.550
C -1.531 1.848 1.089
H 1.439 -0.354 -2.502
H 1.768 0.945 -1.329
H 2.362 -0.699 -1.029
H -0.599 0.110 -1.162
H 0.747 -2.542 -0.385
H -0.166 -2.260 -1.872
H -0.995 -2.242 -0.304
H 0.738 -0.948 1.347
H -0.711 0.438 2.563
H -1.106 2.449 0.280
H -1.724 2.531 1.927
H -2.499 1.447 0.771
```

No. 2
One molecule with the formula C6H12O in a non-equilibrium geometry. Source: OMol25; level of theory: wB97M-V/def2-TZVPD.

Properties
charge = 0
ΔE to the lowest compared entry with this formula, charge and spin = 80.08 kcal per mole
E_LUMO = 0.833 eV
electronic energy = -310.93166 a.u.

The geometry in XYZ format:
```
19
C6H12O wB97M-V/def2-TZVPD
C 0.661 1.971 0.329
C 0.663 0.447 0.209
C 0.850 -0.191 1.587
C -0.586 -0.129 -0.458
O -0.598 0.339 -1.835
C -1.433 -0.248 -2.631
C -0.536 -1.668 -0.463
H 1.616 2.301 0.756
H 0.537 2.465 -0.640
H -0.134 2.316 1.001
H 1.503 0.158 -0.440
H -0.057 -0.066 2.193
H 1.678 0.283 2.118
H 1.065 -1.261 1.519
H -1.507 0.248 0.014
H -2.193 -0.761 -1.977
H 0.438 -2.016 -0.831
H -1.306 -2.215 -1.021
H -0.661 -1.973 0.570
```

No. 3
One molecule with the formula C6H12O. Source: OMol25; level of theory: wB97M-V/def2-TZVPD.

Properties
charge = 0
ΔE to the lowest compared entry with this formula, charge and spin = 92.46 kcal per mole
E_LUMO = 0.542 eV
electronic energy = -310.91193 a.u.

The geometry in XYZ format:
```
19
C6H12O wB97M-V/def2-TZVPD
C 0.184 1.392 2.108
C -0.891 1.083 1.061
C -1.154 -0.359 0.811
C -1.213 -0.673 -0.639
C 0.263 -1.154 -0.780
C 1.160 -0.155 -1.501
O 0.228 -2.404 -1.442
H 0.035 2.380 2.553
H 1.175 1.388 1.640
H 0.180 0.638 2.899
H -0.762 1.723 0.169
H -1.883 1.341 1.483
H 0.665 -1.302 0.242
H -1.413 0.163 -1.329
H -1.850 -1.527 -0.881
H 0.887 -0.094 -2.559
H 2.209 -0.471 -1.432
H 1.083 0.845 -1.059
H 1.097 -2.813 -1.346
```

No. 4
A 2-piece molecular cluster, C6H12O overall. Source: OMol25; level of theory: wB97M-V/def2-TZVPD.

Properties
charge = 0
ΔE to the lowest compared entry with this formula, charge and spin = 63.57 kcal per mole
E_LUMO = 1.085 eV
electronic energy = -310.95796 a.u.
SMILES = C1=CCC1.COC

The geometry in XYZ format:
```
19
C6H12O wB97M-V/def2-TZVPD
C -1.697 1.040 0.245
C -1.138 1.957 1.040
C -0.669 0.945 2.064
C -1.312 -0.128 1.129
H -2.230 1.093 -0.702
H -1.044 3.038 0.987
H 0.416 0.851 2.180
H -1.129 1.027 3.055
H -2.144 -0.690 1.570
H -0.585 -0.822 0.695
C 1.218 0.236 -1.432
O 1.489 -0.830 -0.558
C 1.371 -2.072 -1.202
H 1.302 1.161 -0.858
H 0.197 0.171 -1.842
H 1.932 0.257 -2.271
H 1.581 -2.848 -0.463
H 0.355 -2.223 -1.602
H 2.087 -2.164 -2.035
```

Q: Among the records above, which one has the highest E_LUMO?
A: number 1

Repeat the first record exactly.
One molecule with the formula C6H12O. Source: OMol25; level of theory: wB97M-V/def2-TZVPD.

Properties
charge = 0
ΔE to the lowest compared entry with this formula, charge and spin = 30.20 kcal per mole
E_LUMO = 1.105 eV
electronic energy = -311.01115 a.u.
SMILES = CC(C)[C@H]1O[C@H]1C

The geometry in XYZ format:
```
19
C6H12O wB97M-V/def2-TZVPD
C 1.525 -0.116 -1.435
C 0.226 -0.454 -0.706
C -0.073 -1.956 -0.824
C 0.314 -0.117 0.770
O 0.823 1.120 1.251
C -0.535 0.802 1.550
C -1.531 1.848 1.089
H 1.439 -0.354 -2.502
H 1.768 0.945 -1.329
H 2.362 -0.699 -1.029
H -0.599 0.110 -1.162
H 0.747 -2.542 -0.385
H -0.166 -2.260 -1.872
H -0.995 -2.242 -0.304
H 0.738 -0.948 1.347
H -0.711 0.438 2.563
H -1.106 2.449 0.280
H -1.724 2.531 1.927
H -2.499 1.447 0.771
```